Version 1
This record from OMol25 describes a gas-phase ion, C5H12NOS (charge +1). The level of theory is the ωB97M-V functional and the def2-TZVPD basis.

Last column: Mulliken charge in e.
CARTESIAN COORDINATES (ANGSTROEM)
1 O 2.94286 1.93018 -1.15942  -0.42
2 C 2.27983 1.83910 -0.15197  -0.18
3 C 0.92994 1.17447 -0.32608  0.40
4 C 0.42802 0.67599 1.07746  -0.93
5 C -0.98081 0.17382 1.14490  -0.50
6 S -1.23198 -0.74111 -0.51457  0.06
7 C -2.25423 -2.23022 -0.21970  -0.82
8 N 1.02328 0.06756 -1.27563  -0.65
9 H 2.50141 2.37566 0.87844  0.26
10 H 0.37943 2.05490 -0.66474  0.27
11 H 0.58089 1.46034 1.92398  0.40
12 H 0.99919 -0.20778 1.48431  0.31
13 H -1.72794 0.92501 1.31260  0.39
14 H -1.22349 -0.79660 1.87464  0.36
15 H -3.23162 -1.79401 -0.54413  0.32
16 H -2.41773 -2.67359 0.75723  0.37
17 H -1.96344 -2.99351 -1.00888  0.31
18 H 0.90703 0.46001 -2.22715  0.28
19 H 0.13294 -1.11940 -1.03548  0.38
20 H 1.92640 -0.58081 -1.32582  0.40

Its HOMO-LUMO gap is 0.3843 Ha. Its total charge is +1.

---

Version 2
This record from OMol25 describes 3 unconnected molecules or ions with the total composition C5H12NOS. The level of theory is the ωB97M-V functional and the def2-TZVPD basis.

Last column: Mulliken charge in e.
CARTESIAN COORDINATES (ANGSTROEM)
1 C -1.15959 1.39585 0.00741  -0.44
2 C -1.20746 1.46946 1.53774  -0.59
3 C 0.31462 -0.44612 0.41082  -0.10
4 C -0.09287 0.25804 -1.86447  -0.93
5 C 0.98863 -2.75234 0.78390  -0.27
6 N -0.67007 0.04218 -0.52828  0.07
7 O 0.51943 -1.74300 0.18859  -0.22
8 S 0.19814 0.36188 1.96048  -0.10
9 H -2.23906 1.57515 -0.37877  0.34
10 H -0.41804 2.20229 -0.28243  0.32
11 H -1.02192 2.39113 1.97170  0.42
12 H -2.05048 0.80663 1.97299  0.31
13 H 2.36737 0.18246 -0.18418  -0.30
14 H 0.76946 0.83233 -1.89632  0.42
15 H 0.09794 -0.73016 -2.42981  0.28
16 H -0.79654 0.83084 -2.46362  0.42
17 H 3.18619 0.38978 -0.27984  0.34
18 H 1.33196 -3.61565 0.29265  0.30
19 H 1.19612 -2.69491 1.78586  0.29
20 H -1.31384 -0.75585 -0.60442  0.42

Its HOMO-LUMO gap (alpha / beta) is 0.2743 / 0.3064 Ha. Its total charge is +1.

---

Most favorable structure: version 1. The second most favorable one is 0.0933 hartree above it.

---

Version 1
This record from OMol25 describes 8 unconnected molecules or ions with the total composition C32H64O16S8. The level of theory is the ωB97M-V functional and the def2-TZVPD basis.

Last column: Mulliken charge in e.
CARTESIAN COORDINATES (ANGSTROEM)
1 C -2.53101 3.15806 1.97966  0.76
2 C -3.05572 3.27489 3.39167  -0.53
3 C -4.24864 4.21406 3.24293  -0.95
4 S -5.18675 3.69595 1.75399  1.16
5 O -5.51317 4.88309 0.96713  -0.69
6 O -6.16918 2.64201 2.06245  -0.67
7 C -3.73414 2.91432 0.99386  0.20
8 H -1.80281 2.34659 1.91496  -0.98
9 H -2.07448 4.12518 1.71400  0.39
10 H -2.33517 3.57243 4.13869  0.42
11 H -3.49303 2.29645 3.74880  0.22
12 H -4.06972 5.23851 2.89735  0.42
13 H -4.91985 4.19921 4.12732  0.44
14 H -3.55632 3.33824 0.02393  -0.18
15 H -3.95213 1.82644 0.93528  0.06
16 C 1.21821 -1.28123 4.93366  -0.92
17 C 2.13263 -0.64739 3.87872  0.45
18 C 2.22055 0.88454 4.05742  -0.34
19 S 0.53590 1.30199 4.63265  0.98
20 O -0.16149 1.83081 3.50048  -0.46
21 O 0.58145 2.08017 5.86278  -0.76
22 C -0.08839 -0.43916 4.92700  -0.51
23 H 1.68380 -1.19729 5.90065  0.42
24 H 1.05895 -2.32849 4.63107  0.34
25 H 1.76741 -0.87122 2.84696  -0.47
26 H 3.11739 -1.09487 3.98797  0.37
27 H 2.39075 1.39144 3.10726  -0.20
28 H 2.93447 1.20145 4.84815  0.47
29 H -0.74253 -0.69107 4.08596  0.07
30 H -0.57046 -0.48192 5.90311  0.53
31 C 0.39859 -2.92002 -4.51379  -0.70
32 C -0.71183 -1.92099 -4.47389  0.18
33 C -0.38149 -0.80583 -5.45613  -0.44
34 S 1.32343 -0.44199 -5.09681  1.04
35 O 1.39649 0.50507 -4.04285  -0.44
36 O 1.99834 -0.22420 -6.33399  -0.80
37 C 1.68633 -2.13267 -4.52511  -0.61
38 H 0.32796 -3.50432 -5.46363  0.42
39 H 0.26654 -3.58517 -3.64193  0.27
40 H -0.69927 -1.42694 -3.46759  -0.58
41 H -1.69602 -2.38209 -4.65262  0.56
42 H -1.07022 -0.00209 -5.16816  -0.06
43 H -0.55126 -1.05811 -6.52401  0.40
44 H 2.22391 -2.16834 -3.56446  0.00
45 H 2.33171 -2.49901 -5.33661  0.59
46 C -1.52425 2.39085 -3.44031  0.51
47 C -2.51405 3.26652 -2.65092  -0.71
48 C -1.78252 4.39393 -1.86337  -0.52
49 S -0.02435 4.19518 -2.24014  1.18
50 O 0.52855 3.33778 -1.19877  -0.54
51 O 0.64013 5.43607 -2.57115  -0.82
52 C -0.25084 3.22963 -3.75177  -0.40
53 H -1.97659 2.07191 -4.39214  0.57
54 H -1.22037 1.44672 -2.95402  -1.00
55 H -3.07399 2.58230 -2.03446  0.42
56 H -3.24413 3.75534 -3.30678  0.32
57 H -1.93054 4.32441 -0.75572  -0.18
58 H -2.12210 5.35182 -2.21558  0.59
59 H 0.52543 2.49202 -3.81122  0.03
60 H -0.33795 3.72523 -4.73317  0.45
61 C 3.75679 3.57228 -0.95731  -0.34
62 C 3.67439 3.31467 0.51602  0.08
63 C 4.99239 2.58475 0.87016  -0.89
64 S 5.19022 1.37489 -0.47727  0.90
65 O 4.37490 0.23706 -0.11468  -0.39
66 O 6.56947 1.23790 -0.83778  -0.76
67 C 4.23912 2.34658 -1.67408  0.05
68 H 4.41522 4.44064 -1.10704  0.53
69 H 2.78852 3.91722 -1.29905  -0.28
70 H 2.78619 2.68174 0.64374  -0.40
71 H 3.69004 4.27012 1.03236  0.61
72 H 5.01180 2.01652 1.80933  0.38
73 H 5.77557 3.31100 0.95211  0.40
74 H 3.37694 1.76275 -2.00461  -0.41
75 H 4.91278 2.45388 -2.53426  0.51
76 C 4.52168 -3.61662 1.97289  -1.04
77 C 3.15023 -4.40461 2.12703  -0.05
78 C 2.90458 -5.06943 0.76630  -0.94
79 S 3.53281 -3.96453 -0.51717  0.92
80 O 2.40561 -3.25281 -1.04829  -0.37
81 O 4.48885 -4.66984 -1.33375  -0.75
82 C 4.46172 -2.88541 0.62488  0.36
83 H 5.31306 -4.35100 2.05370  0.38
84 H 4.60040 -2.95216 2.79967  0.40
85 H 2.38545 -3.60007 2.33398  -0.14
86 H 3.23735 -5.05356 3.00318  0.44
87 H 1.84292 -5.22640 0.55722  0.44
88 H 3.46613 -6.01037 0.65699  0.36
89 H 3.78879 -2.01077 0.71681  -0.53
90 H 5.41029 -2.45817 0.23366  0.51
91 C -6.06946 -3.99241 0.83531  -0.62
92 C -5.18748 -3.20788 1.73762  -0.80
93 C -4.25199 -2.33606 0.89450  0.28
94 S -3.62098 -3.50380 -0.33268  1.30
95 O -2.53240 -4.27000 0.20805  -0.70
96 O -3.55413 -2.89017 -1.65475  -0.70
97 C -5.12848 -4.58926 -0.26441  -0.84
98 H -6.91052 -3.42586 0.46712  0.33
99 H -6.47181 -4.81914 1.41514  0.32
100 H -4.58037 -3.87552 2.34040  0.36
101 H -5.75178 -2.53528 2.33982  0.44
102 H -3.35083 -1.94134 1.41293  -0.43
103 H -4.71052 -1.61311 0.26149  0.49
104 H -4.71407 -5.56427 0.02145  0.35
105 H -5.51601 -4.56805 -1.27076  0.38
106 C 0.69139 -0.75208 -1.38643  2.23
107 C 1.27577 0.22085 -0.40429  2.90
108 C 0.15383 0.75145 0.45697  0.06
109 S -1.20005 -0.49334 0.36435  1.27
110 O -2.37223 0.07616 -0.25087  -0.42
111 O -1.36804 -1.19653 1.61836  -0.92
112 C -0.36699 -1.62673 -0.71611  -0.62
113 H 1.46048 -1.40817 -1.81879  -0.47
114 H 0.16635 -0.20556 -2.19651  -1.81
115 H 1.71002 1.03459 -0.99006  -1.05
116 H 2.06325 -0.26369 0.22448  -1.11
117 H -0.22510 1.70101 0.11914  0.12
118 H 0.40529 0.88712 1.51186  -0.96
119 H -1.13521 -2.00100 -1.42857  0.47
120 H 0.05572 -2.40436 -0.09427  0.36

Its structure (SMILES) is O=S1(=O)CCCC1.O=S1(=O)CCCC1.O=S1(=O)CCCC1.O=S1(=O)CCCC1.O=S1(=O)CCCC1.O=S1(=O)CCCC1.O=S1(=O)CCCC1.O=S1(=O)CCCC1. Its HOMO-LUMO gap is 0.3746 Ha.

---

Version 2
This record from OMol25 describes a molecular structure, C32H64O16S8. The level of theory is the ωB97M-V functional and the def2-TZVPD basis.

Last column: Mulliken charge in e.
CARTESIAN COORDINATES (ANGSTROEM)
1 C -3.57570 7.09854 -0.82861  -0.76
2 C -2.77370 7.35154 0.38939  -0.36
3 C -1.45470 6.60654 0.16539  0.07
4 S -1.63970 5.41754 -1.11761  0.95
5 O -1.49770 4.15454 -0.47161  -0.47
6 O -0.97270 5.74254 -2.32661  -0.66
7 C -3.49170 5.71254 -1.24961  -0.59
8 H -3.43470 7.71054 -1.60661  0.40
9 H -4.64470 7.38654 -0.55661  0.32
10 H -3.06670 6.76454 1.48939  0.19
11 H -2.58870 8.52154 0.75839  0.28
12 H -1.26570 6.08154 0.98439  -0.34
13 H -0.66170 7.34954 -0.00361  0.40
14 H -4.07070 4.88354 -0.74261  0.28
15 H -3.63570 5.49954 -2.49961  0.29
16 C 0.56730 -5.98146 -0.47561  0.03
17 C -0.65670 -5.65846 -1.29561  -0.16
18 C -1.63970 -6.92846 -1.37461  -0.69
19 S -1.25470 -7.75546 0.15139  1.16
20 O -0.72070 -9.03946 -0.30261  -0.69
21 O -2.31270 -7.63646 1.10439  -0.67
22 C 0.05130 -6.81446 0.68739  -0.80
23 H 1.42230 -5.15846 -0.32261  -0.10
24 H 1.27930 -6.76146 -0.96461  0.25
25 H -0.34970 -5.36046 -2.26261  0.48
26 H -1.35470 -4.84946 -0.94161  -0.18
27 H -1.34270 -7.38146 -2.24861  0.46
28 H -2.90670 -6.52646 -1.64961  0.17
29 H 0.75630 -7.49846 1.29339  0.44
30 H -0.28070 -6.13846 1.41239  0.40
31 C -5.43370 -0.78146 -0.49661  -0.22
32 C -5.22070 -2.36646 -0.39761  -0.82
33 C -5.08270 -3.01546 -1.77061  -0.51
34 S -5.61070 -1.73046 -2.90761  1.10
35 O -6.66870 -2.21346 -3.70961  -0.70
36 O -4.52570 -1.05446 -3.60361  -0.59
37 C -6.35070 -0.64346 -1.76361  -0.62
38 H -4.31170 -0.39146 -0.59261  -0.08
39 H -5.84170 -0.38246 0.47339  0.40
40 H -6.20770 -2.78546 -0.07461  0.42
41 H -4.54370 -2.55746 0.46639  0.34
42 H -5.63070 -3.88446 -1.74961  0.48
43 H -4.10970 -3.23346 -1.93561  0.19
44 H -7.53170 -0.94446 -1.40561  0.30
45 H -6.48370 0.43654 -1.98361  0.41
46 C 4.15930 -0.47746 -2.76061  -0.29
47 C 4.83030 -1.37346 -3.72361  -1.24
48 C 3.95130 -2.59946 -4.05961  -0.90
49 S 3.35030 -2.92846 -2.43661  1.21
50 O 4.44830 -3.29846 -1.64061  -0.74
51 O 2.15330 -3.63746 -2.44261  -0.63
52 C 2.96830 -1.23046 -1.99361  0.22
53 H 3.51130 0.25254 -3.28861  0.13
54 H 4.79330 -0.17946 -1.88661  0.23
55 H 5.77730 -1.69346 -3.07661  0.24
56 H 5.13930 -0.97746 -4.51761  0.78
57 H 4.51030 -3.51546 -4.43461  0.42
58 H 3.10930 -2.53746 -4.57661  0.50
59 H 3.20530 -1.09746 -0.93961  0.38
60 H 1.88830 -0.96946 -2.36461  -0.42
61 C -0.92070 -0.01446 -2.28461  -1.47
62 C -1.31570 -1.48846 -2.04161  -0.06
63 C -0.57470 -1.88346 -0.78361  -0.88
64 S -0.39070 -0.39246 0.22639  1.74
65 O 1.00730 -0.29546 0.57239  -0.29
66 O -1.45070 -0.42946 1.20839  -0.88
67 C -0.69970 0.83754 -0.96361  0.01
68 H -1.60370 0.50354 -2.92061  0.67
69 H -0.24470 0.18454 -3.02761  0.60
70 H -0.91270 -2.10746 -2.71061  0.98
71 H -2.47070 -1.63946 -1.84561  -0.83
72 H 0.40330 -2.27046 -1.02861  -0.41
73 H -0.93270 -2.77746 -0.31961  0.86
74 H 0.25730 1.32154 -0.89261  -0.87
75 H -1.50770 1.46554 -0.66661  0.68
76 C 2.84830 -3.07946 5.22239  -0.89
77 C 1.65630 -2.12246 4.76639  -0.98
78 C 1.65730 -2.08546 3.27639  0.17
79 S 2.13230 -3.62746 2.70939  1.23
80 O 2.61430 -3.70646 1.34539  -0.56
81 O 1.04330 -4.51746 3.12539  -0.75
82 C 3.40230 -3.91346 3.89339  -0.61
83 H 2.66230 -3.70246 6.01339  0.43
84 H 3.59430 -2.41546 5.42839  0.35
85 H 1.59230 -1.16746 5.24639  0.50
86 H 0.73730 -2.69646 5.14839  0.25
87 H 2.26830 -1.31446 2.82139  0.29
88 H 0.58930 -1.62246 3.00039  -0.09
89 H 4.33430 -3.50546 3.30339  0.32
90 H 3.56530 -5.01446 4.19939  0.34
91 C 3.15230 2.80854 -0.65761  0.14
92 C 2.80230 2.95954 -2.13061  -0.24
93 C 2.47330 4.39454 -2.37261  -0.30
94 S 2.86430 5.35554 -0.93761  1.10
95 O 1.72930 5.55554 -0.12061  -0.42
96 O 3.73630 6.38354 -1.50161  -0.77
97 C 3.89730 4.10954 -0.20861  -0.99
98 H 3.80430 1.86754 -0.52861  0.35
99 H 2.11330 2.58154 0.00739  -0.26
100 H 1.99030 2.30854 -2.14261  -0.19
101 H 3.53630 2.50654 -2.74861  0.36
102 H 1.36330 4.38154 -2.53961  0.12
103 H 2.97330 4.89354 -3.41861  0.24
104 H 3.69730 4.13254 0.80839  0.51
105 H 4.87830 3.93954 -0.74661  0.35
106 C -0.29970 3.60454 2.69639  -1.13
107 C -0.18670 2.19454 3.38039  -0.31
108 C 0.08030 2.57554 4.89739  -0.69
109 S 1.06030 3.99254 4.86239  1.22
110 O 2.43230 3.58654 5.05239  -0.72
111 O 0.42330 5.04654 5.59139  -0.73
112 C 0.84530 4.35754 3.25139  -0.66
113 H -1.14070 4.29254 3.07039  0.14
114 H -0.46870 3.36354 1.83639  0.75
115 H 0.85030 1.68954 2.78739  -0.11
116 H -1.01570 1.62954 3.20539  0.75
117 H 0.62130 1.75454 5.47139  0.27
118 H -0.92270 2.74154 5.43039  0.38
119 H 1.72630 4.11754 2.78339  0.05
120 H 0.91730 5.37054 3.29839  0.82

Its HOMO-LUMO gap is 0.3675 Ha.

---

Most favorable structure: version 1. The second most favorable one is 0.5216 hartree above it.